<a>
The following is a quantum chemistry calculation of an isolated molecule of C2H6N2O, from the Open Molecules 2025 dataset.

Summary:
Kohn-Sham gap = 0.3773 hartree
molar mass = 74.08 g/mol
LUMO level = 0.82 eV
SMILES string = CNC(N)=O

ORCA input file:
```
! wB97M-V def2-TZVPD RIJCOSX def2/J DEFGRID3
* xyz 0 1
C -1.649 0.209 -0.042
C 0.776 0.349 -0.028
H -2.176 0.026 0.924
H -1.500 1.280 -0.120
H -2.318 -0.172 -0.879
H -0.315 -1.437 0.175
H 2.062 -1.334 0.042
H 2.787 0.259 0.047
N -0.368 -0.428 -0.037
N 1.962 -0.318 -0.070
O 0.740 1.566 -0.011
*
```

<b>
The following is a quantum chemistry calculation of an isolated molecule of C2H6N2O, from the Open Molecules 2025 dataset.

Summary:
Kohn-Sham gap = 0.3898 hartree
molar mass = 74.08 g/mol
LUMO level = 0.88 eV
SMILES string = CNC(N)=O

ORCA input file:
```
! wB97M-V def2-TZVPD RIJCOSX def2/J DEFGRID3
* xyz 0 1
C -0.821 -0.649 1.247
N -0.451 -0.430 -0.134
C 0.085 0.750 -0.556
N 1.055 0.512 -1.590
O 0.044 1.771 0.096
H -1.075 0.273 1.759
H -1.671 -1.329 1.273
H 0.030 -1.081 1.783
H -0.412 -1.188 -0.791
H 1.427 1.386 -1.948
H 1.788 -0.016 -1.138
*
```

Of them, <b> has the lowest stability.

<a>
The following is a quantum chemistry calculation of an isolated molecule of C2H6N2O, from the Open Molecules 2025 dataset.

Summary:
Kohn-Sham gap = 0.3719 hartree
molar mass = 74.08 g/mol
LUMO level = 0.93 eV
SMILES string = [H]/N=C(\N)OC

ORCA input file:
```
! wB97M-V def2-TZVPD RIJCOSX def2/J DEFGRID3
* xyz 0 1
C 1.751 -0.107 0.005
C -0.574 0.067 0.023
H 1.821 0.689 -0.752
H 1.954 0.283 1.015
H 2.457 -0.947 -0.253
H -1.760 -1.648 -0.092
H -2.646 -0.124 0.194
H -1.298 1.812 -0.132
N -1.774 -0.625 -0.017
N -0.407 1.344 0.004
O 0.475 -0.744 0.003
*
```

<b>
The following is a quantum chemistry calculation of an isolated molecule of C2H6N2O, from the Open Molecules 2025 dataset.

Summary:
Kohn-Sham gap = 0.3814 hartree
molar mass = 74.08 g/mol
LUMO level = 0.95 eV
SMILES string = [H]/N=C/NOC

ORCA input file:
```
! wB97M-V def2-TZVPD RIJCOSX def2/J DEFGRID3
* xyz 0 1
C -1.576 -0.504 0.123
C 1.344 0.363 0.009
H -1.968 0.003 1.013
H -0.925 -1.344 0.435
H -2.404 -0.853 -0.496
H 0.198 1.987 -0.267
H 2.138 0.985 0.409
H 2.446 -1.161 -0.205
N 0.135 1.012 0.024
N 1.461 -0.865 -0.325
O -0.850 0.378 -0.719
*
```

<c>
The following is a quantum chemistry calculation of an isolated molecule of C2H6N2O, from the Open Molecules 2025 dataset.

Summary:
Kohn-Sham gap = 0.3694 hartree
molar mass = 74.08 g/mol
LUMO level = 0.59 eV
SMILES string = [H]/N=C(/C)NO

ORCA input file:
```
! wB97M-V def2-TZVPD RIJCOSX def2/J DEFGRID3
* xyz 0 1
C -0.693 0.662 1.030
C 0.233 -0.105 0.256
H -1.661 0.189 1.571
H -0.946 1.760 0.769
H 0.152 0.589 1.838
H 1.780 -1.275 0.053
H -1.326 -0.094 -1.127
H 0.905 0.155 -2.242
N 1.428 -0.568 0.713
N -0.383 -0.616 -0.878
O 0.511 -0.697 -1.983
*
```

Of them, <c> has the lowest stability.

<a>
The following is a quantum chemistry calculation of an isolated molecule of C2H6N2O, from the Open Molecules 2025 dataset.

Summary:
Kohn-Sham gap = 0.3849 hartree
molar mass = 74.08 g/mol
LUMO level = 1.12 eV
SMILES string = NC/C=N/O

ORCA input file:
```
! wB97M-V def2-TZVPD RIJCOSX def2/J DEFGRID3
* xyz 0 1
N 1.555 -0.233 -0.279
N -1.906 -0.064 -0.345
C 0.472 0.402 0.079
C -0.685 -0.510 0.294
O 2.636 0.674 -0.262
H 3.383 0.124 -0.558
H -0.171 -1.459 -0.162
H -2.697 -0.627 -0.037
H -2.127 0.900 -0.108
H 0.365 1.495 0.019
H -0.823 -0.703 1.359
*
```

<b>
The following is a quantum chemistry calculation of an isolated molecule of C2H6N2O, from the Open Molecules 2025 dataset.

Summary:
Kohn-Sham gap = 0.3919 hartree
molar mass = 74.08 g/mol
LUMO level = 0.66 eV
SMILES string = NC/C=N\O

ORCA input file:
```
! wB97M-V def2-TZVPD RIJCOSX def2/J DEFGRID3
* xyz 0 1
C 0.945 0.339 0.630
C 0.462 -0.934 -0.213
H 1.897 1.775 -0.800
H 0.039 1.480 -1.020
H 2.005 0.249 0.919
H 0.311 0.484 1.481
H 1.076 -1.811 -0.531
H -1.198 0.350 0.665
N 0.877 1.693 -0.219
N -0.754 -1.217 -0.409
O -1.679 -0.286 0.148
*
```

Of them, <b> has the lowest stability.